{"formula": "C13H25F12N6O11S4", "method": "ωB97M-V with the def2-TZVPD basis set", "total_charge": -1, "gap_ha": 0.3033, "homo_ev": -7.19, "e_tot_ha": -4457.6475, "e_above_lowest_kj_mol": 485.7, "symbols": ["S", "S", "S", "S", "F", "F", "F", "F", "F", "F", "F", "F", "F", "F", "F", "F", "O", "O", "O", "O", "O", "O", "O", "O", "O", "O", "O", "N", "N", "N", "N", "N", "N", "C", "C", "C", "C", "C", "C", "C", "C", "C", "C", "C", "C", "C", "H", "H", "H", "H", "H", "H", "H", "H", "H", "H", "H", "H", "H", "H", "H", "H", "H", "H", "H", "H", "H", "H", "H", "H", "H"], "positions_angstrom": [[-4.354, -3.092, -2.684], [-5.176, -0.667, -2.194], [3.925, -3.819, -1.574], [3.386, -3.714, 0.868], [-4.529, -3.726, -0.110], [2.768, -2.787, -3.838], [-3.606, 1.471, -2.750], [1.277, -4.884, 2.207], [-3.711, 1.072, -0.625], [-2.511, -4.154, -0.892], [2.149, -6.114, 0.570], [-4.222, -5.407, -1.476], [2.169, -4.905, -3.365], [3.152, -5.932, 2.384], [-5.399, 2.018, -1.652], [4.111, -4.439, -4.162], [-3.435, 2.568, 5.843], [4.786, -4.046, 1.033], [0.699, 2.964, 2.097], [2.498, 2.062, -4.065], [-5.877, -0.452, -3.460], [-3.553, -3.551, -3.829], [-6.022, -1.028, -1.081], [4.872, -2.698, -1.693], [4.551, -5.129, -1.303], [2.939, -2.581, 1.667], [-5.789, -3.398, -2.853], [-3.351, 0.738, 4.633], [-0.057, -0.362, -1.306], [2.693, -3.507, -0.696], [1.431, 5.091, 2.150], [-3.863, -1.463, -2.306], [4.657, 2.733, -3.674], [1.031, 5.484, 0.802], [1.226, 3.894, 2.677], [-3.842, -4.186, -1.149], [4.580, 2.537, -2.212], [-3.806, 1.380, 5.692], [-4.442, 1.104, -1.753], [1.661, 3.880, 4.133], [3.850, 2.701, -5.909], [2.395, -5.265, 1.554], [3.162, -3.983, -3.364], [-3.597, -0.681, 4.281], [3.628, 2.490, -4.423], [-4.708, 0.676, 6.724], [-2.822, 1.309, 3.989], [-5.576, 0.354, 6.149], [1.656, 2.847, 4.482], [5.458, 1.947, -1.946], [-2.948, -1.098, 3.512], [4.570, 3.509, -1.719], [1.011, 4.483, 4.767], [2.697, 4.213, 4.196], [0.527, -1.161, -1.105], [-0.104, 0.179, -0.454], [3.309, 3.567, -6.290], [-3.577, -1.318, 5.165], [-4.576, -0.717, 3.803], [5.535, 3.131, -3.975], [-0.991, -0.634, -1.577], [1.444, 4.766, 0.094], [2.035, 5.738, 2.637], [0.321, 0.162, -2.082], [4.896, 2.939, -6.102], [-4.263, -0.218, 7.161], [-5.097, 1.339, 7.496], [1.432, 6.494, 0.712], [-0.031, 5.526, 0.561], [3.773, 1.899, -1.851], [3.576, 1.853, -6.537]], "lowdin_charge": [0.700, 0.514, 0.541, 0.661, 0.135, 0.105, 0.087, 0.115, 0.091, 0.111, 0.136, 0.151, 0.107, 0.151, 0.138, 0.133, -0.023, -0.302, 0.040, -0.020, -0.318, -0.335, -0.323, -0.340, -0.338, -0.346, -0.318, 0.015, 0.373, -0.319, -0.008, -0.332, 0.021, -0.062, -0.586, -0.644, -0.041, -0.545, -0.635, -0.005, -0.008, -0.654, -0.633, -0.055, -0.568, -0.003, 0.144, 0.077, 0.083, 0.085, 0.081, 0.081, 0.086, 0.076, 0.144, 0.154, 0.081, 0.077, 0.082, 0.144, 0.136, 0.079, 0.131, 0.153, 0.064, 0.074, 0.079, 0.081, 0.085, 0.080, 0.086]}

{"formula": "C13H25GaINO4P2", "method": "ωB97M-V with the def2-TZVPD basis set", "total_charge": 2, "gap_ha": [0.1437, 0.1437], "homo_ev": [-14.41, -14.41], "e_tot_ha": -3770.6013, "e_above_lowest_kj_mol": 281.9, "symbols": ["I", "Ga", "P", "P", "O", "O", "O", "O", "N", "C", "C", "C", "C", "C", "C", "C", "C", "C", "C", "C", "C", "C", "H", "H", "H", "H", "H", "H", "H", "H", "H", "H", "H", "H", "H", "H", "H", "H", "H", "H", "H", "H", "H", "H", "H", "H", "H"], "positions_angstrom": [[0.583, -2.467, 1.871], [0.303, -0.767, -0.032], [-2.132, -0.532, -0.652], [2.749, -0.671, -0.544], [1.472, 2.053, 2.490], [-0.085, 2.357, -0.190], [0.384, 1.216, -2.770], [-2.152, -0.495, 2.966], [-0.445, 0.864, 2.089], [-2.878, -0.852, -2.276], [3.547, -0.993, -2.148], [3.472, 0.904, 0.011], [0.332, -1.072, -3.683], [3.605, -1.911, 0.509], [0.295, 1.857, 2.718], [-0.074, 1.215, 0.011], [-0.618, 2.630, 3.695], [-2.861, -1.898, 0.300], [-1.539, 0.584, 2.880], [0.357, 0.037, -2.765], [-2.973, 1.043, -0.217], [-1.941, 1.868, 3.590], [-2.216, -2.774, 0.165], [-2.896, -1.642, 1.367], [4.565, 0.782, 0.086], [0.344, -0.727, -4.736], [-3.969, -0.845, -2.129], [4.639, -2.090, 0.182], [-0.573, -1.679, -3.528], [3.038, -2.849, 0.452], [-0.757, 3.684, 3.394], [-2.740, 1.341, 0.813], [-0.216, 2.638, 4.738], [-2.582, -1.840, -2.642], [-2.652, 2.450, 2.965], [-2.468, 1.642, 4.516], [-2.656, 1.827, -0.914], [1.207, -1.719, -3.518], [3.588, -1.573, 1.552], [3.317, -0.206, -2.878], [4.638, -1.028, -1.989], [-2.613, -0.081, -3.008], [3.219, -1.967, -2.537], [-3.854, -2.117, -0.115], [-4.058, 0.914, -0.350], [3.241, 1.685, -0.725], [3.052, 1.204, 0.985]], "lowdin_charge": [0.680, 0.000, 0.835, 0.781, 0.063, 0.180, 0.286, -0.005, 0.027, -0.238, -0.237, -0.199, 0.040, -0.292, -0.476, -0.265, -0.056, -0.230, -0.498, -0.150, -0.170, -0.085, 0.037, 0.040, 0.088, 0.162, 0.081, 0.079, 0.110, -0.005, 0.132, 0.045, 0.144, 0.058, 0.131, 0.129, 0.069, 0.112, 0.052, 0.059, 0.082, 0.061, 0.059, 0.077, 0.093, 0.069, 0.047]}

{"formula": "C13H25Li2O6", "method": "ωB97M-V with the def2-TZVPD basis set", "total_charge": 1, "gap_ha": 0.2375, "homo_ev": -11.74, "e_tot_ha": -976.6782, "e_above_lowest_kj_mol": 0.0, "symbols": ["O", "O", "O", "O", "O", "O", "C", "C", "C", "C", "C", "C", "C", "C", "C", "C", "C", "C", "C", "Li", "Li", "H", "H", "H", "H", "H", "H", "H", "H", "H", "H", "H", "H", "H", "H", "H", "H", "H", "H", "H", "H", "H", "H", "H", "H", "H"], "positions_angstrom": [[-0.240, 1.938, 1.435], [0.938, 5.880, 1.564], [-1.436, 0.722, -0.045], [0.609, 0.100, 0.577], [-2.738, -3.585, -0.661], [1.154, -1.977, -1.482], [-2.673, -3.039, 0.646], [-2.332, -4.949, -0.610], [0.593, -1.046, -3.594], [3.095, 6.306, 2.479], [0.381, -2.562, -3.652], [-0.398, 0.957, 0.668], [1.617, 6.713, 2.527], [3.124, 5.070, 1.566], [1.653, 4.672, 1.546], [-3.093, -4.198, 1.554], [-2.462, -5.412, 0.861], [0.403, -2.986, -2.183], [1.546, -0.955, -2.413], [-1.696, 3.077, 1.932], [-3.023, 1.621, -0.487], [-0.362, -0.572, -3.363], [0.288, -0.583, -0.047], [1.193, -3.016, -4.227], [3.776, 7.078, 2.134], [-0.521, -2.852, -4.191], [1.384, 3.986, 2.371], [-3.382, -2.212, 0.674], [-1.671, -2.675, 0.912], [-3.060, -6.305, 1.018], [1.544, 0.023, -1.932], [1.125, 6.611, 3.498], [1.432, 7.740, 2.209], [-2.739, -4.078, 2.577], [-1.301, -5.010, -0.966], [-4.178, -4.297, 1.525], [-0.597, -2.951, -1.751], [1.074, -0.652, -4.485], [1.334, 4.069, 0.689], [-1.463, -5.605, 1.256], [0.878, -3.963, -2.112], [3.754, 4.252, 1.904], [2.572, -1.202, -2.710], [3.419, 6.050, 3.491], [3.424, 5.378, 0.565], [-2.947, -5.564, -1.267]], "lowdin_charge": [-0.102, -0.154, -0.157, 0.147, -0.160, -0.162, -0.218, -0.189, -0.156, -0.150, -0.162, -0.783, -0.180, -0.145, -0.261, -0.160, -0.146, -0.173, -0.200, 0.850, 0.854, 0.109, 0.101, 0.115, 0.109, 0.114, 0.112, 0.110, 0.118, 0.108, 0.111, 0.114, 0.119, 0.111, 0.100, 0.113, 0.099, 0.116, 0.110, 0.110, 0.122, 0.115, 0.128, 0.110, 0.114, 0.120]}

{"formula": "C13H25N2S2", "method": "ωB97M-V with the def2-TZVPD basis set", "total_charge": 1, "gap_ha": 0.1335, "homo_ev": -10.49, "e_tot_ha": -1415.8700, "e_above_lowest_kj_mol": 272.5, "symbols": ["S", "S", "N", "N", "C", "C", "C", "C", "C", "C", "C", "C", "C", "C", "C", "C", "C", "H", "H", "H", "H", "H", "H", "H", "H", "H", "H", "H", "H", "H", "H", "H", "H", "H", "H", "H", "H", "H", "H", "H", "H", "H"], "positions_angstrom": [[-0.733, -2.379, 1.322], [-0.760, -0.814, 3.761], [0.424, 1.247, 0.571], [1.191, 0.259, -2.206], [-2.028, -3.375, 3.634], [-2.144, -3.252, 2.118], [0.008, -0.844, -3.978], [1.663, 1.447, -1.567], [0.651, 2.034, -0.579], [0.006, 2.010, 1.707], [-1.969, -2.047, 4.386], [2.203, -0.501, -2.926], [-0.949, -0.901, 2.093], [0.443, 3.457, 1.396], [1.427, -1.432, -3.881], [1.069, 3.417, -0.011], [0.000, 0.394, -3.057], [-0.734, -1.569, -3.631], [-0.925, 0.458, -2.461], [-0.230, -0.555, -5.006], [-1.143, -3.971, 3.879], [-0.440, 4.100, 1.393], [2.852, -1.059, -2.236], [-2.950, -1.551, 4.389], [0.716, 4.218, -0.663], [-1.086, 1.989, 1.854], [1.394, -2.445, -3.465], [2.866, 0.157, -3.523], [0.431, 1.622, 2.643], [0.274, 0.254, 0.480], [-0.291, 2.160, -1.154], [1.142, 3.816, 2.151], [2.593, 1.225, -1.021], [-1.628, -2.196, 5.425], [-3.049, -2.715, 1.810], [0.039, 1.312, -3.686], [-2.107, -4.235, 1.634], [-1.265, -0.040, 1.511], [1.873, 2.245, -2.309], [1.908, -1.470, -4.864], [2.161, 3.462, 0.070], [-2.903, -3.930, 3.998]], "lowdin_charge": [0.984, 1.020, -0.047, -0.188, -0.274, -0.392, -0.162, -0.177, -0.355, -0.244, -0.387, -0.190, -0.709, -0.137, -0.160, -0.114, -0.184, 0.100, 0.107, 0.107, 0.126, 0.109, 0.116, 0.104, 0.117, 0.101, 0.102, 0.120, 0.094, 0.073, 0.136, 0.110, 0.135, 0.098, 0.101, 0.124, 0.097, 0.045, 0.135, 0.107, 0.117, 0.135]}

{"formula": "C13H26BF4O3S", "method": "ωB97M-V with the def2-TZVPD basis set", "total_charge": -1, "gap_ha": 0.3841, "homo_ev": -8.06, "e_tot_ha": -1559.4838, "symbols": ["S", "F", "F", "F", "F", "O", "O", "O", "C", "C", "C", "C", "C", "C", "C", "C", "C", "C", "C", "C", "C", "B", "H", "H", "H", "H", "H", "H", "H", "H", "H", "H", "H", "H", "H", "H", "H", "H", "H", "H", "H", "H", "H", "H", "H", "H", "H", "H"], "positions_angstrom": [[3.035, 0.812, -1.188], [4.089, -0.280, 4.249], [5.315, 0.423, 6.066], [5.957, 1.002, 3.928], [6.169, -1.177, 4.648], [3.968, 0.200, -2.088], [2.336, 1.975, -1.654], [3.849, 1.170, 0.117], [-2.697, -2.021, -3.670], [-3.174, 1.483, -0.710], [2.862, -0.633, 1.451], [-0.950, -0.549, 1.090], [-2.123, 0.384, 1.385], [-2.243, 1.634, 0.504], [-3.577, 0.259, -2.923], [-3.922, -1.147, -3.412], [0.418, 0.089, 1.287], [3.324, 0.803, 1.427], [-2.879, 0.248, -1.550], [1.547, -0.768, 0.697], [1.788, -0.426, -0.784], [5.396, -0.009, 4.734], [4.136, 0.943, 2.137], [2.795, -0.966, 2.485], [-4.532, -1.083, -4.316], [-3.062, -0.176, 1.344], [-1.273, 2.000, 0.169], [-1.933, -1.882, -2.907], [-1.014, -0.967, 0.082], [0.871, -0.036, -1.225], [-1.008, -1.401, 1.775], [2.543, 1.510, 1.705], [-4.483, 0.865, -2.871], [1.237, -1.817, 0.721], [0.465, 1.080, 0.831], [-2.250, -1.783, -4.635], [0.621, 0.247, 2.350], [-2.015, 0.714, 2.421], [3.625, -1.229, 0.944], [-2.664, 2.428, 1.125], [-4.202, 1.460, -0.341], [2.080, -1.301, -1.358], [-2.892, 0.717, -3.642], [-4.557, -1.620, -2.657], [-3.159, -0.669, -1.026], [-3.045, 2.362, -1.345], [-1.799, 0.206, -1.713], [-2.970, -3.076, -3.657]], "lowdin_charge": [0.613, 0.064, 0.083, 0.075, 0.082, -0.291, -0.297, -0.212, -0.108, -0.214, -0.138, -0.205, -0.204, -0.203, -0.220, -0.277, -0.178, -0.155, -0.232, -0.335, -0.166, -1.247, 0.118, 0.118, 0.098, 0.108, 0.103, 0.061, 0.095, 0.093, 0.117, 0.125, 0.105, 0.140, 0.105, 0.072, 0.131, 0.109, 0.138, 0.104, 0.112, 0.105, 0.113, 0.101, 0.110, 0.112, 0.102, 0.067]}